The following is a quantum chemistry calculation of a gas-phase ion, C9H10IN5 (charge +2) in a non-equilibrium geometry, from the OMol25 dataset.

Geometry (Å):
1 C 1.2214 -2.4413 -0.0057
2 C 0.7819 -3.5377 -0.1529
3 C -0.0019 3.4598 -0.1253
4 C -1.3731 3.5215 -0.1567
5 C -0.1169 1.0097 0.1261
6 C -1.4892 1.1179 0.2432
7 C 0.6888 2.2222 -0.1096
8 C -1.9076 -0.3853 0.3974
9 C 1.4700 -0.9996 0.2037
10 N -0.8653 -1.1538 0.1960
11 N 0.2194 -0.3294 0.0730
12 N -2.1025 2.3245 -0.0397
13 N 2.0090 2.1807 -0.3366
14 N 0.2259 -4.7848 -0.1226
15 I -3.7975 -1.0866 0.9105
16 H 0.4858 4.3747 -0.0485
17 H -1.8812 4.4185 -0.4058
18 H 1.9867 -0.8873 1.2258
19 H 2.1998 -0.5585 -0.5453
20 H -3.1386 2.4230 0.0643
21 H 2.5862 2.9790 -0.2400
22 H 2.5146 1.4170 -0.7276
23 H -0.8118 -4.7051 0.2376
24 H 0.8182 -5.4062 0.4096
25 H 0.2779 -5.1726 -1.0706

## Properties
Maximum force: 3.6 eV/Å
E_HOMO: -14.92 eV
Charge: +2
SMILES: [NH2+]=c1cc[nH]c2c(I)nn(CC#C[NH3+])c12

=====

The following is a quantum chemistry calculation of a gas-phase ion, C9H10N2 (charge +2) in a non-equilibrium geometry, from the OMol25 dataset.

Geometry (Å):
1 C -2.5105 1.2046 -0.0426
2 C -1.5350 2.1610 -0.1564
3 C -2.1501 -0.1999 -0.0041
4 C -0.1119 1.8183 0.0184
5 C 0.0606 0.4479 -0.0700
6 C 1.2205 2.4596 0.0618
7 C 2.1495 1.4700 0.1834
8 C 2.2634 -0.9291 -0.1913
9 C -0.4225 -1.8749 0.1435
10 N -0.8909 -0.5186 -0.0073
11 N 1.5708 0.1591 0.0314
12 H -3.5642 1.2714 0.0480
13 H -1.7977 3.1945 -0.1040
14 H -2.9608 -0.8026 0.3129
15 H 1.3534 3.5910 0.0100
16 H 3.1724 1.6066 0.1521
17 H 3.3683 -0.8986 -0.1281
18 H 1.7882 -1.8085 -0.5253
19 H 0.4833 -1.9538 0.7997
20 H -1.2493 -2.4239 0.6843
21 H -0.2648 -2.3057 -0.8901

## Properties
Maximum force: 4.4 eV/Å
E_HOMO: -18.22 eV
Charge: +2
SMILES: C=[N+]1C=Cc2ccc[n+](C)c21

=====

The following is a quantum chemistry calculation of 2 unconnected molecules or ions with the total composition C9H10N2O2S in a non-equilibrium geometry, from the OMol25 dataset.

Geometry (Å):
1 C 1.3477 -2.3922 0.3797
2 C 0.4993 -2.0591 1.3897
3 C 1.0441 -2.0558 -0.9351
4 C -0.6636 -1.3818 1.0477
5 C -0.1149 -1.3611 -1.3025
6 C -1.0173 -1.0894 -0.2368
7 C -0.4714 2.5472 -0.2994
8 C 1.7146 1.4334 0.1505
9 C 0.8840 2.6535 -0.3773
10 N -1.6015 2.3150 -0.4271
11 N -2.2081 -0.5269 -0.5720
12 O -3.8583 -0.3353 1.3889
13 O -2.7811 2.3103 -0.3417
14 S -3.5846 -0.1368 -0.0406
15 H 2.3078 -2.8450 0.6435
16 H 0.5267 -2.3286 2.5029
17 H 1.7636 -2.3555 -1.7061
18 H -1.3319 -0.9437 1.7682
19 H -0.3788 -1.1488 -2.3486
20 H 2.8561 1.5907 -0.0562
21 H 1.4549 0.4416 -0.3554
22 H 1.3972 1.3619 1.1808
23 H 0.9400 2.6740 -1.4914
24 H 1.2755 3.6325 0.0383

## Properties
Maximum force: 6.9 eV/Å
E_HOMO (alpha / beta): -6.15 / -9.26 eV
Spin multiplicity: 3

=====

The following is a quantum chemistry calculation of a molecular structure, C9H10N2O7P2SZn in a non-equilibrium geometry, from the OMol25 dataset.

Geometry (Å):
1 Zn 7.2156 9.8289 7.6229
2 O 5.7079 8.1204 11.1652
3 P 7.1412 8.4690 10.5234
4 O 8.1488 8.4234 11.6312
5 O 7.1399 9.7724 9.7316
6 O 7.3363 7.2554 9.4892
7 P 7.3736 6.9471 7.8571
8 O 6.3483 5.6870 7.6881
9 O 8.7737 6.7061 7.2893
10 O 6.5783 8.0610 7.1319
11 H 5.1390 7.4605 10.7952
12 H 6.8690 4.9277 7.3763
13 S 4.1201 12.8823 8.3782
14 C 5.1532 11.5014 8.5104
15 N 6.0611 11.4295 7.5920
16 C 6.0515 12.5182 6.6774
17 C 7.0963 12.8617 5.8756
18 C 7.0431 14.0980 5.2182
19 C 5.8553 14.9007 5.2362
20 C 4.8551 14.6280 6.1695
21 C 4.9434 13.3754 6.8445
22 H 5.2262 11.0056 9.4590
23 H 7.9249 12.2274 5.7278
24 H 8.0437 14.3326 4.6983
25 H 5.8314 15.8349 4.5957
26 H 3.9776 15.3021 6.3108
27 C 11.1129 8.8214 5.5108
28 C 9.8777 9.3996 5.9580
29 N 8.9693 9.9449 6.4570
30 H 11.9491 9.4779 5.7499
31 H 11.2026 8.7103 4.4163
32 H 11.1563 7.8295 5.9658

## Properties
Maximum force: 3.6 eV/Å
E_HOMO: -8.76 eV

=====

The following is a quantum chemistry calculation of a gas-phase ion, C9H10N3 (charge +1) in a non-equilibrium geometry, from the OMol25 dataset.

Geometry (Å):
1 C 0.5537 2.2881 0.7014
2 C -0.1803 -1.2251 1.1239
3 C -0.3225 -1.5645 -0.2012
4 C -0.5282 0.1730 1.1731
5 C -0.7173 -0.3319 -0.8751
6 C 0.7340 -2.3782 1.4164
7 C 0.5767 -2.7565 -0.0903
8 C -1.6531 0.3199 0.1803
9 C -0.0443 1.7228 -1.7527
10 N 0.2641 1.1422 1.4557
11 N 0.0247 0.2981 -1.6761
12 N 0.5769 2.4296 -0.6042
13 H 1.0006 3.0703 1.2992
14 H 1.7347 -2.0884 1.7233
15 H 0.3347 -3.1096 2.1129
16 H 0.1009 -3.7161 -0.2717
17 H 1.4813 -2.6746 -0.6894
18 H -2.5146 -0.3069 0.3889
19 H -1.9547 1.3447 -0.0058
20 H 0.5290 2.0193 -2.6344
21 H -1.0783 2.0927 -1.8559
22 H 1.0819 3.2511 -0.9185

## Properties
Maximum force: 3.7 eV/Å
E_HOMO: -13.49 eV
Charge: +1
SMILES: C1=[NH+]\C/N=C2\C\C(=N/1)C1=C2CC1

=====

The following is a quantum chemistry calculation of a molecular structure, C9H10N3O3S in a non-equilibrium geometry, from the OMol25 dataset.

Geometry (Å):
1 C 2.1910 1.9319 -1.1990
2 C 2.0234 0.8290 -2.0405
3 C 1.5285 2.1084 -0.0852
4 C 0.9500 -0.0872 -1.7301
5 C 0.5734 1.1540 0.4309
6 C 0.2853 0.0891 -0.5473
7 C 0.2778 1.2191 1.8526
8 C -0.1966 0.4847 2.8530
9 C -2.1410 -0.4344 -0.6223
10 N -2.5427 -0.4264 -1.9033
11 N 0.3429 -2.5517 1.3154
12 N -0.8064 -0.8864 -0.4408
13 O -2.7938 -0.0931 0.3493
14 O -2.1387 -2.5301 1.2074
15 O -0.9755 -0.7261 2.3817
16 S -1.0268 -1.5989 1.1265
17 H 2.9114 2.6218 -1.6786
18 H 2.6919 0.5452 -2.9312
19 H 1.6440 3.0353 0.5001
20 H 0.9032 -0.9666 -2.3266
21 H 0.6508 2.1347 2.2394
22 H -0.3510 0.6042 3.9113
23 H -1.9374 -0.7083 -2.5680
24 H -3.5567 -0.5225 -2.0442
25 H 1.1761 -2.0870 1.4022
26 H 0.3170 -3.1386 0.5474

## Properties
Maximum force: 6.2 eV/Å
E_HOMO: -12.89 eV
Charge: +1

=====

The following is a quantum chemistry calculation of a molecular structure, C9H10N4 in a non-equilibrium geometry, from the OMol25 dataset.

Geometry (Å):
1 C -2.3647 -0.4249 -2.2336
2 C -1.2494 -0.1686 -1.2939
3 C -0.5342 -0.1150 0.8954
4 C -0.7991 -0.2285 2.1071
5 C 0.3311 -0.0867 3.0565
6 C 1.5654 0.3258 2.5241
7 C 0.9295 0.1307 0.3677
8 C 0.0227 0.1506 -1.7125
9 C 0.3385 0.1329 -3.2016
10 H -2.6830 0.4180 -2.4678
11 H -2.9798 -0.9855 -1.9813
12 H -2.2515 -1.4274 -2.6933
13 H -1.6227 -0.7053 2.3995
14 H 0.1956 -0.3450 3.9481
15 H 2.4002 0.6167 4.3036
16 H 3.4659 0.8308 3.1815
17 H 1.3247 0.1699 -3.3384
18 H -0.2633 1.2166 -3.7903
19 H 0.2638 -0.5361 -3.7135
20 N -1.6001 -0.3296 -0.0459
21 N 2.6267 0.5467 3.3700
22 N 1.8253 0.4610 1.3100
23 N 1.0585 0.3527 -0.9913

## Properties
Maximum force: 19.0 eV/Å
E_HOMO: -8.15 eV

=====

The following is a quantum chemistry calculation of a molecular structure, C9H10N4 in a non-equilibrium geometry, from the OMol25 dataset.

Geometry (Å):
1 C -1.2471 0.2365 -3.3869
2 C -0.9859 0.3908 -1.9806
3 C -0.7738 -0.6082 -0.8173
4 C 0.3694 -0.0800 1.1707
5 C -0.0662 0.1011 2.4404
6 C 0.6482 -0.2818 3.5844
7 C 1.7851 -1.0969 3.4667
8 C 2.3199 -1.1340 2.0511
9 C 1.6060 -0.8987 0.8934
10 H -0.7270 2.4445 -4.0852
11 H -2.4591 2.0756 -3.4700
12 H -0.1404 -0.1381 -3.8014
13 H -2.0808 -1.1296 -3.4890
14 H -1.2772 -1.9299 -0.8159
15 H -0.8686 0.9143 2.3984
16 H 0.3631 -0.1141 4.6584
17 H 2.2541 -1.1139 4.4737
18 H 3.2253 -1.6805 2.2095
19 H 1.7691 -1.3258 0.0450
20 N -1.7385 1.6099 -4.1870
21 N -0.4235 0.3012 0.1791
22 N -0.6081 1.6836 -0.1266
23 N -0.9440 1.7740 -1.4107

## Properties
Maximum force: 9.3 eV/Å
E_HOMO: -8.55 eV